The following is a DFT calculation (the ωB97M-V functional and the def2-TZVPD basis) of the molecule C8H18FNOSi2 in a non-equilibrium geometry.

Last columns: bonded neighbours and bond lengths (Å).
Cartesian coordinates (Å):
1 C 1.265 -2.235 -2.029  C3 1.349, H14 1.155, H15 1.145
2 C -0.633 0.716 -2.239  C4 1.383, H16 1.083, H17 1.123
3 C 1.076 -2.121 -0.698  C1 1.349, Si12 1.895, H18 1.103
4 C -1.140 1.502 -1.221  C2 1.383, Si13 1.814, H19 1.164
5 C 2.635 0.327 -0.916  Si12 1.902, H20 1.053, H21 1.080, H22 1.079
6 C 2.374 -1.014 1.961  Si12 1.882, H23 1.133, H24 1.067, H25 1.079
7 C -1.148 2.544 1.858  Si13 1.889, H26 1.039, H27 1.095, H28 1.061
8 C -2.871 0.202 1.056  N9 1.430, Si13 2.099, H29 1.166, H30 1.139
9 N -3.163 -0.632 -0.069  C8 1.430, F11 1.404, H31 1.074
10 O 0.123 0.074 0.695  Si12 1.603, Si13 1.631
11 F -4.159 -1.550 0.298  N9 1.404
12 Si 1.533 -0.596 0.330  C3 1.895, C5 1.902, C6 1.882, O10 1.603
13 Si -1.076 1.172 0.561  C4 1.814, C7 1.889, C8 2.099, O10 1.631
14 H 1.049 -3.021 -2.847  C1 1.155
15 H 1.785 -1.398 -2.612  C1 1.145
16 H -0.718 0.779 -3.317  C2 1.083
17 H 0.039 -0.142 -1.969  C2 1.123
18 H 0.572 -3.056 -0.399  C3 1.103
19 H -1.664 2.498 -1.517  C4 1.164
20 H 3.313 0.784 -0.254  C5 1.053
21 H 3.080 -0.397 -1.582  C5 1.080
22 H 2.274 1.133 -1.536  C5 1.079
23 H 1.901 -1.394 2.918  C6 1.133
24 H 3.114 -1.730 1.683  C6 1.067
25 H 2.907 -0.128 2.269  C6 1.079
26 H -0.501 2.285 2.629  C7 1.039
27 H -0.939 3.584 1.583  C7 1.095
28 H -2.088 2.650 2.338  C7 1.061
29 H -3.737 0.963 1.229  C8 1.166
30 H -2.826 -0.445 1.992  C8 1.139
31 H -2.377 -1.353 -0.193  N9 1.074

Computed properties:
**HOMO level**: -9.18 eV
**Gap between HOMO and LUMO**: 9.80 eV
**Molecular weight**: 219.41 g mol⁻¹
**LUMO energy**: 0.62 eV